1.
The following is a quantum chemistry calculation of a single C42H49N5O5 molecule, from the OMol25 dataset.

```
101
Properties=species:S:1:pos:R:3:forces:R:3
O 0.04811 2.45467 -3.18835 0.61 0.45 1.06
O 1.59110 2.11031 -1.63709 -0.81 -0.54 -0.10
O 6.22042 0.04783 1.55442 -0.33 0.17 -0.21
O 0.23564 7.80167 4.87682 -0.86 -0.15 -2.28
O -1.31572 8.58691 3.54003 1.89 -1.44 0.21
N 0.28624 -1.84357 -0.19376 -1.79 1.59 -0.05
N -0.38775 7.78310 3.78894 -0.79 2.04 2.44
N -1.44750 -0.58192 -0.06974 1.75 -1.14 0.34
N 0.48301 2.62637 -1.99671 -0.38 1.00 0.20
N -1.04654 -1.82630 -0.41545 0.93 2.25 -0.09
C 4.30532 -1.37171 1.33281 0.79 0.51 0.28
C 0.72489 -0.64860 0.37847 0.48 -1.43 -0.54
C 3.40763 -0.26404 -2.52705 0.03 0.07 -0.06
C 2.97333 -3.20576 -2.40151 -0.45 -0.15 0.29
C -2.67818 -1.35193 3.10709 0.02 0.13 0.04
C -0.44129 1.57411 0.91560 -1.90 2.74 1.30
C 2.11673 -0.48961 0.81885 0.62 0.42 0.00
C -0.11697 6.73410 2.84587 -0.60 -1.58 -0.75
C 1.80411 -5.01904 -1.32452 0.02 0.06 -0.10
C -3.13833 -2.06227 1.83620 0.17 -0.40 -0.32
C -4.86014 0.62559 -1.06703 0.01 -0.29 0.03
C 0.21235 -5.17669 1.45484 0.19 -0.08 0.05
C -5.11664 -0.92119 0.75775 0.11 0.11 -0.45
C 4.00331 1.02853 1.14751 0.71 -0.41 0.33
C 0.74618 5.67768 3.18314 0.10 0.11 -0.55
C -0.88021 5.50232 0.91654 -0.53 0.05 -0.12
C 0.78372 4.53391 2.37054 -0.52 0.25 -0.06
C -3.47340 0.47167 -1.02038 0.15 0.33 -0.28
C -3.72427 -1.11005 0.80087 -0.11 0.14 1.08
C -0.34258 0.21121 0.36606 -1.15 -0.11 0.12
C -0.03448 4.42633 1.21697 -0.13 -0.62 0.82
C 2.67995 0.79791 0.83115 -0.98 -0.60 -0.15
C -5.68953 -0.08882 -0.20906 0.01 0.50 0.28
C -2.89429 -0.34076 -0.03383 -0.74 -0.30 -0.83
C 2.06234 -2.30110 -1.85202 -0.31 0.40 -0.40
C -2.91165 2.61466 -2.32329 -0.33 0.00 0.19
C -0.27784 -4.71493 0.08201 0.04 0.63 -0.07
C 1.10369 -2.77948 -0.92437 0.31 -0.79 -0.63
C 2.96091 -1.57957 1.13900 -0.85 0.31 -0.54
C 2.01244 -0.86438 -2.37105 -0.02 0.19 1.29
C -1.00462 -5.84059 -0.65697 0.16 0.04 -0.06
C -2.62429 1.12237 -2.09133 0.49 0.07 0.23
C 4.87836 -0.06691 1.34706 -0.94 0.19 -0.11
C 6.83293 1.33177 1.31512 -0.33 -0.17 -0.02
C -0.22105 3.39520 -1.08950 0.43 -0.35 -1.46
C -0.96619 6.63667 1.73415 0.97 -0.43 -0.08
C 0.08377 3.19473 0.32129 3.51 -1.67 -0.73
C -4.06008 -3.23954 2.17922 0.05 0.04 -0.03
C -2.70262 0.35028 -3.42020 -0.01 -0.24 0.04
C 0.88364 -4.14401 -0.74919 -0.03 -0.39 0.54
C 2.85594 -4.55869 -2.10490 -0.04 -0.02 0.07
C 1.10935 -0.71404 -3.59565 -0.06 -0.26 -0.09
H -1.86749 -6.17047 -0.06843 0.13 0.00 -0.11
H 1.68860 -6.08198 -1.14329 0.05 0.07 -0.09
H -0.33880 -6.70113 -0.81353 -0.27 0.16 0.03
H -4.90900 -2.91420 2.79751 0.20 -0.18 -0.14
H -1.54785 5.43082 0.04567 0.41 0.10 0.45
H 0.92492 -6.00888 1.33923 -0.18 0.23 0.10
H -1.00118 -3.89240 0.21365 0.28 -0.59 0.08
H -2.06292 3.03243 -2.87525 -0.36 -0.14 0.02
H -5.77419 -1.42447 1.47681 0.45 0.07 -0.41
H -1.62322 7.46451 1.51033 -0.12 -0.17 0.00
H 0.82046 0.33756 -3.73310 0.22 -0.24 0.06
H -1.95352 -0.56300 2.87129 -0.10 -0.08 0.13
H -1.46286 1.99908 0.77556 0.08 -1.37 1.06
H 0.72505 -4.36320 1.98526 -0.10 -0.17 -0.05
H -1.90439 0.68704 -4.09098 -0.16 0.05 0.15
H 1.40248 3.67262 2.64811 -0.05 0.50 -0.11
H 3.56148 -5.26856 -2.51959 0.00 0.02 0.02
H -0.80276 4.18985 -1.57443 0.03 -0.80 0.64
H -3.48596 -3.99142 2.74211 -0.25 0.23 -0.10
H 3.89459 -0.67691 -3.41922 0.06 0.18 0.11
H 1.51646 -0.29182 -1.57836 0.31 0.15 -0.53
H 2.53919 -2.59239 1.13125 0.42 0.39 0.14
H -1.60126 1.02743 -1.69572 -0.14 0.36 -0.62
H 7.91181 1.18788 1.36988 -0.18 -0.17 0.07
H 0.19281 -1.30310 -3.43497 0.15 0.13 -0.20
H 4.31278 2.06236 1.26836 0.24 -0.22 -0.30
H 4.94549 -2.22915 1.48726 0.14 0.06 0.09
H -4.44121 -3.71211 1.26543 0.00 0.06 0.23
H 3.75533 -2.85844 -3.07612 -0.29 -0.02 0.17
H 1.40733 5.80238 4.03735 -0.29 -0.21 -0.06
H 3.33625 0.82807 -2.60912 -0.04 -0.34 -0.13
H -5.26100 1.30017 -1.82627 -0.01 -0.29 0.24
H -3.67366 0.51619 -3.91579 0.27 -0.07 0.20
H -2.25500 -2.50794 1.36181 -0.12 0.05 0.23
H 6.53146 2.05936 2.07818 0.00 -0.13 -0.14
H -1.35556 -5.48959 -1.63257 0.01 -0.13 0.11
H 4.02756 -0.49434 -1.64770 -0.11 0.02 -0.21
H -2.20038 -2.08306 3.77512 -0.12 0.27 -0.08
H -0.62302 -5.52453 2.07564 0.15 0.07 -0.12
H 6.58026 1.70976 0.31426 -0.06 -0.12 0.26
H -3.53234 -0.89223 3.62757 0.25 -0.12 -0.11
H 1.61065 -1.08116 -4.50132 -0.15 0.00 0.11
H -2.57597 -0.73382 -3.26745 -0.06 0.29 -0.02
H -3.83861 2.77092 -2.90792 0.33 -0.13 0.28
H 2.02841 1.60673 0.50051 0.69 -0.30 0.23
H -0.04524 1.60476 1.97985 -0.81 -0.19 -1.14
H -6.77990 0.06409 -0.25975 0.64 -0.21 0.08
H 1.15206 2.80964 0.37884 -1.07 1.87 -0.24
H -2.99742 3.15227 -1.36138 -0.06 -0.20 -0.44
```
Positions in Å, forces in eV/Å.

Its multiplicity is 1.

---

2.
The following is a quantum chemistry calculation of a molecular structure, C42H50BaBrGeN5O2PSe3, from the OMol25 dataset.

```
106
Properties=species:S:1:pos:R:3:forces:R:3
Ba -0.98366 0.94205 0.37846 -0.03 0.07 0.14
Br 8.46459 -0.46916 2.53678 -0.01 0.00 0.01
Se 0.53870 -3.69700 -1.17454 0.04 0.01 -0.05
Se -3.94835 2.04228 -0.70621 -0.06 -0.06 -0.11
Se -1.58459 0.28993 -2.94709 -0.04 0.07 0.05
Ge 2.96753 -5.87645 -1.35167 0.03 0.02 0.02
P -3.18074 1.77769 -2.70977 0.07 -0.07 0.06
O -0.08411 3.31660 1.05502 0.04 0.14 0.01
O 0.56120 -0.91502 0.80898 -0.03 -0.04 -0.10
N 2.68398 -2.24603 5.79760 0.03 0.00 0.01
N 3.88358 -2.31384 6.09409 -0.05 0.00 0.01
N -3.10991 -1.07223 0.89689 0.03 0.02 0.03
N -0.49593 0.19152 3.06504 0.10 0.02 -0.06
N -2.56455 -2.90541 -2.27166 0.03 -0.01 0.01
C -1.00756 0.70783 4.15817 0.00 -0.02 0.02
C 6.03161 -0.13677 3.96944 0.00 0.00 0.00
C -6.61784 0.95538 -5.64008 -0.01 0.00 0.00
C -1.42494 4.53745 -5.12708 -0.01 -0.01 0.01
C 5.94709 -2.75317 4.90020 -0.01 0.00 0.00
C 1.27929 -5.22039 -2.15396 0.02 -0.05 0.04
C -2.73208 7.48936 1.66819 0.00 0.00 0.00
C -3.31848 -2.74903 -0.98687 -0.02 0.03 0.01
C 4.97045 -0.55817 4.75198 -0.02 -0.01 -0.01
C 6.99883 -2.34349 4.09472 0.00 0.00 0.00
C -1.95852 3.36520 -4.62112 0.03 0.02 -0.01
C 0.51477 -0.44894 5.58320 -0.04 0.03 0.00
C 2.15101 -2.12212 2.08391 0.00 -0.06 0.02
C 1.69765 4.81321 1.46336 0.01 -0.01 0.04
C 1.08476 -1.24327 1.95410 -0.04 0.05 0.00
C -2.49540 3.34176 -3.33408 0.00 -0.01 -0.02
C 3.57575 -7.40723 -2.39811 -0.01 -0.01 -0.02
C -6.80185 1.80280 -4.55523 -0.01 0.00 0.00
C 4.91595 -1.87413 5.19585 -0.01 -0.01 -0.03
C -2.49941 4.49809 -2.56546 -0.01 0.00 -0.02
C 2.23024 -1.88025 4.49110 0.04 -0.01 -0.01
C -5.76925 2.01879 -3.65791 0.01 -0.02 0.00
C -1.42281 7.77764 2.02768 -0.01 0.00 -0.01
C -0.44526 6.80323 1.91158 0.01 0.00 -0.03
C -0.54103 0.40796 5.44922 0.02 -0.03 0.01
C 0.24570 4.47148 1.30857 0.02 -0.01 -0.04
C -1.95636 5.67118 -3.07436 0.00 0.01 0.00
C -2.42632 -1.95953 -0.02465 -0.06 0.02 -0.02
C -4.35895 0.53786 -4.93294 0.01 0.00 -0.01
C -2.09823 5.24624 1.09630 0.01 0.02 0.03
C 2.56151 -6.38451 0.48720 -0.01 0.00 0.01
C 1.10378 -1.01853 4.43123 -0.01 -0.01 0.00
C -0.77777 5.53091 1.44749 -0.01 -0.02 0.01
C 7.02826 -1.03887 3.63099 0.01 0.00 -0.01
C -1.41982 5.69149 -4.35155 0.00 0.00 0.01
C -4.54210 1.38468 -3.84511 -0.02 0.02 -0.01
C 1.46451 -2.28200 -2.13232 0.00 0.00 -0.05
C -5.39811 0.32351 -5.82836 0.00 0.00 0.01
C -3.06968 6.22460 1.20000 -0.01 -0.01 0.00
C 0.55077 -0.67821 3.17649 0.02 -0.02 0.02
C 4.31601 -4.46152 -1.36365 -0.02 0.00 0.00
C 2.71371 -2.42748 3.32836 -0.01 0.02 -0.01
H -1.83749 1.39797 4.03394 0.00 0.00 -0.01
H -1.60590 -3.29876 -2.08240 -0.10 -0.02 -0.01
H 4.18256 0.13486 5.01794 -0.01 0.00 0.00
H 4.46533 -4.05528 -2.36447 0.00 0.00 0.00
H -4.09085 6.00410 0.91765 0.00 -0.01 0.00
H -1.78943 -1.36099 -0.68308 0.10 -0.07 0.06
H 1.14514 -1.34018 -1.69528 -0.02 -0.02 0.05
H 6.08639 0.88539 3.62160 0.00 0.00 0.00
H -1.96250 6.57047 -2.47150 0.00 -0.01 0.01
H -2.93815 4.48234 -1.57729 0.00 0.00 0.02
H -7.42702 0.78908 -6.33896 0.00 0.00 0.00
H 2.30182 3.94539 1.21507 0.00 0.00 0.00
H -2.41558 -1.95671 -2.68222 0.01 0.03 -0.02
H -3.41711 -1.53774 1.73938 0.00 0.01 0.00
H -1.01016 4.55261 -6.12618 0.00 0.00 0.00
H 4.04004 -3.64966 -0.68941 -0.01 0.01 0.00
H 3.54222 -3.12232 3.36768 0.01 0.00 0.01
H 1.83418 -7.19651 0.51875 0.00 0.00 0.00
H 3.46554 -6.71993 0.99594 0.00 0.00 0.00
H 1.90283 5.10744 2.49470 -0.01 0.00 0.00
H -1.16406 8.76146 2.39460 0.00 0.00 0.00
H 5.26861 -4.86727 -1.02127 0.00 0.00 0.00
H 2.54648 -2.57956 1.18576 0.00 0.01 -0.01
H -7.75322 2.29609 -4.40663 0.00 0.00 0.00
H -5.91555 2.67043 -2.80570 0.00 0.00 0.00
H 1.38895 -4.95141 -3.20460 -0.03 0.04 0.01
H -1.01663 0.85599 6.31043 0.00 0.00 0.00
H 7.79670 -3.02777 3.84228 0.00 0.00 0.00
H 1.96554 5.65546 0.82536 0.01 -0.01 -0.01
H -3.88730 -0.57844 0.46892 0.00 -0.01 -0.01
H -2.35396 4.25924 0.73196 -0.01 0.01 -0.01
H -1.75728 -2.60804 0.53774 0.00 -0.03 -0.03
H -3.05791 -3.49005 -2.94248 0.04 -0.01 -0.02
H -1.00122 6.60680 -4.74901 0.00 0.00 0.00
H 3.78827 -7.11701 -3.42734 0.00 0.00 0.00
H 1.21172 -2.32311 -3.18960 0.00 0.02 0.00
H 0.53372 -6.01461 -2.09084 0.00 0.00 -0.02
H -1.94824 2.46483 -5.22356 0.00 0.00 0.01
H 0.90713 -0.70751 6.55773 0.01 0.00 0.00
H -4.22565 -2.18928 -1.21376 0.00 0.00 0.00
H 2.82186 -8.19470 -2.41202 0.00 0.00 0.00
H -5.25142 -0.33319 -6.67589 0.00 0.00 0.00
H 5.91642 -3.76012 5.29614 0.00 0.00 0.00
H -3.49428 8.25269 1.75387 0.00 0.00 0.00
H -3.59130 -3.73685 -0.62066 0.01 0.00 0.00
H -3.40185 0.05323 -5.07999 0.00 -0.01 -0.01
H 0.57454 7.03554 2.18760 -0.01 0.01 0.00
H 2.53683 -2.38938 -1.99862 0.01 -0.03 0.02
H 4.48819 -7.81945 -1.96698 0.00 0.00 0.00
H 2.15543 -5.53363 1.03626 0.00 0.00 0.00
```
Positions in Å, forces in eV/Å.

Its net charge is +1. Its multiplicity is 1.

---

Ordered ΔE to the lowest compared entry with this formula, charge and spin results: 10.9; 6.2; unit kcal/mol.